No. 1
{"formula": "C4H6O2", "method": "ωB97M-V/def2-TZVPD", "e_homo_ev": -7.87, "multiplicity": 1, "total_energy_ev": -8334.6003, "molar_mass_g_mol": 86.090, "symbols": ["C", "O", "C", "C", "O", "C", "H", "H", "H", "H", "H", "H"], "coordinates": [[-0.83, 0.98, -0.06], [-0.72, 0.39, -1.32], [-0.17, -0.80, -0.96], [0.97, 0.55, 0.54], [0.67, -0.58, 1.29], [-0.05, -1.25, 0.35], [-1.83, 0.62, 0.38], [-0.89, 2.06, -0.08], [0.03, -1.43, -1.81], [1.89, 0.27, -0.09], [1.25, 1.42, 1.11], [-0.32, -2.25, 0.65]]}

=====

No. 2
{"formula": "C4H6O2", "method": "ωB97M-V/def2-TZVPD", "e_homo_ev": -8.12, "multiplicity": 1, "total_energy_ev": -8336.4060, "molar_mass_g_mol": 86.090, "symbols": ["O", "C", "C", "C", "C", "O", "H", "H", "H", "H", "H", "H"], "coordinates": [[-1.00, -1.05, -0.02], [-1.06, 0.66, 0.08], [0.25, 0.77, 0.83], [1.13, -0.03, -0.15], [0.07, -0.69, -0.99], [0.02, -1.12, -2.10], [-1.76, -1.31, -0.58], [-1.97, 0.79, 0.69], [0.54, 1.82, 0.86], [0.29, 0.36, 1.85], [1.76, -0.80, 0.32], [1.74, 0.59, -0.80]]}

=====

No. 3
{"formula": "C4H6O2", "method": "ωB97M-V/def2-TZVPD", "e_homo_ev": -9.73, "multiplicity": 1, "smiles": "O=C[C@@H]1C[C@@H]1O", "total_energy_ev": -8338.2380, "molar_mass_g_mol": 86.090, "symbols": ["O", "C", "C", "C", "C", "O", "H", "H", "H", "H", "H", "H"], "coordinates": [[1.80, 0.31, 0.16], [0.79, -0.18, -0.68], [-0.16, -1.16, -0.09], [-0.63, 0.27, -0.33], [-0.94, 1.21, 0.77], [-2.09, 1.59, 0.81], [2.45, -0.39, 0.28], [1.10, -0.29, -1.72], [-0.59, -1.92, -0.74], [0.03, -1.48, 0.93], [-1.57, 0.46, -0.86], [-0.19, 1.59, 1.47]]}

=====

No. 4
{"formula": "C4H6O2", "method": "ωB97M-V/def2-TZVPD", "e_homo_ev": -9.59, "multiplicity": 1, "smiles": "CC(=O)C(C)=O", "total_energy_ev": -8339.9038, "molar_mass_g_mol": 86.090, "symbols": ["C", "C", "O", "C", "O", "C", "H", "H", "H", "H", "H", "H"], "coordinates": [[-1.97, 0.06, -0.07], [-0.55, 0.54, -0.13], [-0.22, 1.68, -0.33], [0.55, -0.54, 0.08], [0.22, -1.70, 0.19], [1.97, -0.05, 0.11], [-2.64, 0.90, -0.21], [-2.15, -0.71, -0.83], [-2.16, -0.42, 0.90], [2.60, -0.79, 0.59], [2.31, 0.09, -0.92], [2.04, 0.92, 0.61]]}

=====

Please write out number 2 again, unchanged.
{"formula": "C4H6O2", "method": "ωB97M-V/def2-TZVPD", "e_homo_ev": -8.12, "multiplicity": 1, "total_energy_ev": -8336.4060, "molar_mass_g_mol": 86.090, "symbols": ["O", "C", "C", "C", "C", "O", "H", "H", "H", "H", "H", "H"], "coordinates": [[-1.00, -1.05, -0.02], [-1.06, 0.66, 0.08], [0.25, 0.77, 0.83], [1.13, -0.03, -0.15], [0.07, -0.69, -0.99], [0.02, -1.12, -2.10], [-1.76, -1.31, -0.58], [-1.97, 0.79, 0.69], [0.54, 1.82, 0.86], [0.29, 0.36, 1.85], [1.76, -0.80, 0.32], [1.74, 0.59, -0.80]]}